Formula: C17H19NO3
Source: OMol25
Level of theory: the ωB97M-V functional and the def2-TZVPD basis

```
40
Properties=species:S:1:pos:R:3:nbo_charge:R:1
O -1.482 -1.005 2.784 -0.461
O 0.463 -0.733 4.274 -0.549
O 1.146 0.475 -1.920 -0.468
N -3.419 -2.254 7.103 -0.339
C -1.059 -1.381 0.423 -0.198
C 1.744 2.586 -5.459 -0.353
C 3.250 2.931 -5.180 -0.636
C 1.617 0.513 -4.146 -0.425
C -2.044 -2.210 7.198 -0.017
C 0.555 0.813 0.238 -0.210
C -0.694 -1.152 3.924 0.764
C 0.635 -0.031 -0.818 0.288
C 0.867 -0.031 -3.019 -0.012
C -3.237 -1.851 4.877 -0.178
C -3.811 -2.327 5.859 -0.033
C 0.919 1.808 -4.386 -0.406
C -0.042 0.294 1.426 -0.229
C -1.289 -1.764 6.292 -0.248
C -1.641 -1.559 5.047 -0.081
C -0.505 -1.006 -0.749 -0.295
C -0.743 -0.701 1.680 0.199
H 1.082 -1.292 -3.072 0.092
H -1.800 -2.389 0.496 0.225
H 2.617 0.697 -3.890 0.216
H 1.187 2.556 -3.527 0.197
H 3.205 3.562 -4.338 0.203
H 0.214 0.893 2.434 0.228
H 3.985 1.912 -5.099 0.209
H 0.067 1.818 -4.767 0.196
H -0.114 -1.591 6.463 0.238
H -0.511 -1.742 -1.658 0.236
H -2.037 -2.081 8.301 0.227
H -3.380 -1.630 3.938 0.220
H -4.958 -2.478 5.853 0.187
H 1.576 -0.156 -5.114 0.213
H 1.116 3.657 -5.812 0.202
H 3.668 3.511 -6.173 0.224
H -0.171 -0.302 -3.341 0.175
H 1.353 1.787 0.415 0.232
H 1.674 1.855 -6.556 0.167
```

The frontier orbital gap comes out at 8.09 eV. Its SMILES is CCCCCOc1ccc(OC(=O)c2ccncc2)cc1.

Formula: C2H3BrFNO3
Source: OMol25
Level of theory: the ωB97M-V functional and the def2-TZVPD basis

```
11
Properties=species:S:1:pos:R:3:nbo_charge:R:1
Br 3.832 -0.525 -1.164 0.119
F 1.250 -0.956 -0.717 -0.278
O 2.518 1.219 -3.132 -0.526
O 0.452 0.957 -2.405 -0.481
O -0.744 -0.295 1.201 -0.491
N 1.600 0.626 -2.291 0.306
C 2.051 -0.243 -1.466 0.366
C -0.883 -1.464 1.270 0.243
H -1.516 -1.810 2.084 0.121
H 1.948 1.790 -3.647 0.494
H -0.137 -1.972 0.693 0.128
```

The frontier orbital gap comes out at 9.60 eV. Its SMILES is [O-]/[N+](O)=C(\F)Br.C=O.

Formula: C31H41ClN4O4
Source: OMol25
Level of theory: the ωB97M-V functional and the def2-TZVPD basis

```
81
Properties=species:S:1:pos:R:3:nbo_charge:R:1
Cl 9.764 -0.923 0.638 0.000
O 5.502 1.432 1.694 -0.621
O -0.876 2.887 -0.792 -0.634
O 2.858 0.518 -1.866 -0.658
O 2.013 1.401 1.999 -0.503
N -2.095 1.065 -0.226 -0.628
N 0.969 0.372 -0.623 -0.412
N -1.005 -1.872 1.085 -0.472
N 5.159 1.036 -0.522 -0.643
C -6.092 1.046 -1.745 -0.396
C 6.236 -0.413 -2.077 -0.273
C 3.604 2.470 0.698 -0.311
C 4.840 1.557 0.685 0.697
C -0.970 1.799 -0.264 0.682
C -1.276 -1.743 2.513 -0.225
C 2.138 0.932 -0.971 0.712
C -4.489 1.450 0.139 -0.395
C -5.778 1.916 -0.532 -0.399
C 8.396 -1.370 -1.638 -0.265
C -1.876 -2.893 0.516 -0.227
C -3.350 -2.516 0.666 -0.211
C 6.253 0.230 -0.838 0.252
C -3.644 0.619 -2.079 -0.406
C -3.680 -2.319 2.144 -0.406
C -3.331 1.488 -0.857 -0.054
C 1.263 2.025 0.965 0.234
C 0.406 -2.192 0.873 -0.227
C 2.346 2.192 -0.150 -0.336
C 0.219 1.086 0.398 -0.141
C 2.091 3.667 2.246 -0.209
C 0.857 -2.102 -0.586 -0.405
C -4.243 -3.577 0.030 -0.604
C -2.717 -1.306 2.754 -0.396
C 7.298 -1.203 -2.466 -0.183
C 0.451 -0.801 -1.284 -0.228
C 7.350 0.069 0.003 -0.301
C -4.937 1.085 -2.741 -0.397
C 8.403 -0.729 -0.410 -0.007
C 2.967 2.438 2.132 0.045
C 1.005 3.401 1.531 -0.203
H -1.642 -2.997 -0.545 0.202
H 0.861 -0.805 -2.298 0.237
H 3.992 3.471 0.483 0.240
H 7.276 -1.698 -3.426 0.216
H 3.679 2.233 2.925 0.245
H -1.095 -2.699 3.034 0.169
H -0.636 -0.722 -1.337 0.209
H 2.121 3.036 -0.809 0.260
H -3.750 -0.424 -1.768 0.190
H -4.711 -1.979 2.259 0.211
H -5.664 2.954 -0.851 0.199
H 4.451 1.059 -1.258 0.438
H -6.601 1.873 0.183 0.211
H 0.157 4.005 1.286 0.241
H 0.998 -1.487 1.463 0.210
H -2.815 0.679 -2.787 0.217
H 5.378 -0.290 -2.721 0.225
H -3.161 2.519 -1.184 0.230
H -7.007 1.396 -2.226 0.211
H -0.590 -1.002 2.933 0.208
H -4.257 2.088 0.994 0.216
H -4.807 2.106 -3.105 0.199
H -1.702 -3.872 0.999 0.169
H -4.014 -3.690 -1.028 0.208
H -4.623 0.429 0.504 0.188
H -3.582 -3.274 2.665 0.200
H -6.258 0.016 -1.421 0.191
H -5.290 -3.301 0.129 0.213
H 7.373 0.553 0.965 0.266
H 0.637 -3.205 1.247 0.181
H -0.135 0.396 1.165 0.237
H -3.512 -1.566 0.146 0.188
H 1.945 -2.183 -0.599 0.227
H 2.365 4.558 2.773 0.225
H -4.097 -4.539 0.516 0.207
H -2.071 0.153 0.216 0.422
H 9.230 -1.985 -1.936 0.224
H -2.880 -0.322 2.309 0.196
H -2.888 -1.220 3.828 0.217
H 0.458 -2.936 -1.165 0.205
H -5.161 0.448 -3.599 0.211
```

The frontier orbital gap comes out at 8.80 eV. Its SMILES is C[C@H]1CCCN(CCCN2C(=O)[C@@H]3[C@H](C(=O)Nc4cccc(Cl)c4)[C@H]4C=C[C@@]3(O4)[C@H]2C(=O)NC2CCCCC2)C1.

Formula: C12H22N2OPS
Source: OMol25
Level of theory: the ωB97M-V functional and the def2-TZVPD basis

```
39
Properties=species:S:1:pos:R:3:nbo_charge:R:1
S -4.504 0.927 0.909 0.010
P -0.467 1.771 2.055 0.817
O -0.719 -0.011 -2.669 -0.379
N -1.993 1.366 -0.163 -0.481
N 0.147 -0.513 -1.868 0.015
C -1.781 -1.906 -1.301 -0.603
C 2.356 -0.111 -0.741 -0.624
C 1.187 1.142 2.564 -0.947
C -1.522 0.771 3.190 -0.953
C -3.083 1.183 0.304 0.241
C -0.421 -1.395 -0.801 0.105
C -0.627 -0.580 0.501 -0.457
C -0.695 0.942 0.371 -0.112
C 1.666 1.202 -2.701 -0.600
C 1.142 0.502 -1.439 0.099
C 0.409 1.523 -0.548 -0.435
C 0.495 -2.615 -0.573 -0.617
H -0.907 0.191 3.880 0.227
H 2.988 -0.642 -1.452 0.222
H -0.089 -3.505 -0.360 0.219
H 1.900 1.136 1.746 0.232
H 1.113 -2.783 -1.455 0.227
H -2.195 0.088 2.676 0.240
H 2.954 0.708 -0.338 0.214
H 0.940 1.896 -3.109 0.229
H -1.711 -2.259 -2.328 0.232
H -1.540 -0.958 0.963 0.231
H 0.178 -0.814 1.202 0.219
H 1.920 0.447 -3.445 0.221
H -0.083 2.240 -1.202 0.248
H 1.178 -2.465 0.262 0.201
H 2.110 -0.760 0.093 0.210
H -2.072 -2.755 -0.680 0.201
H 1.141 2.081 0.033 0.214
H 2.589 1.728 -2.451 0.205
H 1.112 0.124 2.955 0.215
H 1.555 1.781 3.364 0.244
H -2.117 1.465 3.782 0.243
H -2.554 -1.146 -1.225 0.224
```

Its multiplicity is 2. The frontier orbital gap (alpha / beta) comes out at 9.02 / 9.11 eV. As for the expectation value of S²: 0.75.

Formula: C3H9BrNO
Source: OMol25
Level of theory: the ωB97M-V functional and the def2-TZVPD basis

```
15
Properties=species:S:1:pos:R:3:nbo_charge:R:1
Br 2.629 -0.489 -0.099 -0.104
O -3.325 -1.322 -0.160 -0.483
N 1.788 2.128 0.267 -0.771
C -2.186 -1.443 0.504 0.300
C 1.260 0.778 -0.484 -0.570
C -0.925 -1.693 0.034 -0.161
H -3.291 -1.768 -1.018 0.527
H 0.305 0.722 0.010 0.083
H -0.144 -2.222 0.698 0.280
H -0.779 -1.884 -1.051 0.232
H 2.482 2.545 -0.214 0.407
H 1.175 1.163 -1.598 0.211
H 1.123 2.923 0.368 0.417
H 2.211 1.991 1.188 0.411
H -2.322 -1.428 1.555 0.220
```

Its multiplicity is 3. The frontier orbital gap (alpha / beta) comes out at 2.03 / 4.74 eV. Its charge is +1. As for the expectation value of S²: 2.01.

Formula: C4H7NO2
Source: OMol25
Level of theory: the ωB97M-V functional and the def2-TZVPD basis

```
14
Properties=species:S:1:pos:R:3:nbo_charge:R:1
O -1.548 -1.281 0.798 -0.834
O -2.103 1.163 0.886 -0.503
N -0.970 1.666 0.576 0.066
C -0.106 0.820 0.039 -0.068
C -0.190 -0.523 -0.399 0.126
C 1.327 -0.666 -0.381 -0.444
C 1.385 0.888 -0.188 -0.396
H 1.764 -1.211 0.461 0.244
H -0.771 -0.948 -1.213 0.196
H 2.013 1.270 0.621 0.216
H -1.914 -0.295 0.926 0.491
H 1.646 1.392 -1.124 0.212
H 1.740 -1.061 -1.314 0.219
H -2.183 -1.653 0.166 0.477
```

The frontier orbital gap (alpha / beta) comes out at 8.01 / 8.01 eV. Its SMILES is O=NC1=CCC1.O.